1.
The following is a quantum chemistry calculation of 3 unconnected molecules or ions with the total composition C4H9NO2, from OMol25.

Cartesian coordinates (Å):
H  0.42  1.05  1.90
H  -0.82  -2.82  0.39
H  -2.51  1.73  -0.14
H  -1.07  1.21  -0.26
C  -0.29  -1.92  0.62
H  -0.19  1.51  -2.10
N  0.88  -1.55  0.02
O  -1.59  2.00  -0.06
O  0.49  1.42  -2.78
H  1.34  -2.17  -0.62
H  1.04  2.19  -2.56
H  2.12  0.14  0.06
H  -1.44  -0.95  2.21
C  1.18  -0.26  0.38
C  0.37  0.06  1.45
C  -0.65  -0.93  1.49

Computed properties:
Energy relative to the best compared isomer or geometry (same formula, charge and spin) = 35.6 kcal/mol
Multiplicity = 1
Strongest force on any atom = 2.00 eV/Å
HOMO = -8.6 eV
Structure (SMILES) = c1cc[nH]c1.O.O
HOMO-LUMO gap = 9.40 eV
DFT total energy = -9878.5165 eV
Charge = 0
M = 103.12 g mol⁻¹

***

2.
The following is a quantum chemistry calculation of a single C4H9NO2 molecule, from OMol25.

Cartesian coordinates (Å):
C  0.47  -1.06  -1.69
O  0.36  2.05  -0.96
H  0.97  -2.02  -1.89
H  0.40  1.49  -1.76
H  0.26  -0.69  2.09
H  -0.27  -1.93  -0.06
C  0.55  1.17  0.11
C  -0.70  -0.32  1.73
H  0.66  1.79  1.00
H  1.49  0.58  0.02
O  0.64  -0.13  -2.47
N  -0.28  -1.06  -0.56
C  -0.58  0.14  0.27
H  -1.00  0.51  2.38
H  -1.53  0.60  -0.04
H  -1.45  -1.11  1.85

Computed properties:
Energy relative to the best compared isomer or geometry (same formula, charge and spin) = 22.6 kcal/mol
Multiplicity = 1
Strongest force on any atom = 0.57 eV/Å
HOMO = -9.9 eV
Structure (SMILES) = C[C@@H](CO)NC=O
HOMO-LUMO gap = 10.62 eV
DFT total energy = -9879.0822 eV
Charge = 0
M = 103.12 g mol⁻¹

***

3.
The following is a quantum chemistry calculation of a single C4H9NO2 molecule, from OMol25.

Cartesian coordinates (Å):
C  0.37  -0.20  -1.02
H  -0.86  0.07  1.81
C  0.74  0.51  0.34
H  0.35  0.61  -1.75
O  -1.81  -0.35  -1.93
H  1.63  -1.26  1.16
O  -1.29  -1.77  -0.25
H  -2.71  -0.68  -1.78
C  -0.53  0.87  1.16
H  -0.28  1.77  1.71
H  2.65  -0.03  1.07
H  1.09  -1.00  -1.19
H  -1.31  1.16  0.45
C  -0.99  -0.88  -1.00
N  1.68  -0.27  1.12
H  1.26  1.43  0.11

Computed properties:
Energy relative to the best compared isomer or geometry (same formula, charge and spin) = 20.2 kcal/mol
Multiplicity = 1
Strongest force on any atom = 1.42 eV/Å
HOMO = -9.0 eV
Structure (SMILES) = C[C@@H](N)CC(=O)O
HOMO-LUMO gap = 9.78 eV
DFT total energy = -9879.1852 eV
Charge = 0
M = 103.12 g mol⁻¹

***

4.
The following is a quantum chemistry calculation of a molecular structure, C4H9NO2, from OMol25.

Cartesian coordinates (Å):
O  0.38  -1.50  0.99
C  2.93  0.08  -0.28
N  -2.61  -0.19  0.36
H  -1.83  1.16  -0.99
H  3.98  -0.20  -0.25
H  2.72  0.76  -1.08
H  2.61  0.42  0.71
C  -2.18  1.16  0.04
H  -3.01  1.87  0.12
H  -2.17  -2.01  0.81
O  0.17  -0.34  -1.06
C  -0.28  -0.99  0.15
H  2.41  -0.86  -0.40
H  -1.53  1.59  0.82
H  0.18  0.21  -0.20
C  -1.79  -1.16  0.25

Computed properties:
Energy relative to the best compared isomer or geometry (same formula, charge and spin) = 103.4 kcal/mol
Multiplicity = 1
Strongest force on any atom = 5.49 eV/Å
HOMO = -10.0 eV
HOMO-LUMO gap = 9.86 eV
DFT total energy = -9875.5748 eV
Charge = 0
M = 103.12 g mol⁻¹

***

- Look up the M of the first one.
  103.12 g mol⁻¹